Formula: C8H24B2O28
Source: the OMol25 dataset
Level of theory: wB97M-V/def2-TZVPD

## Properties
HOMO level: -5.3 eV
molar mass: 589.88 Da
LUMO level: 3.94 eV
ΔE to the lowest compared entry with this formula, charge and spin: 4.823 eV

ORCA input file:
```
! RIJCOSX wB97M-V def2-TZVPD def2/J DEFGRID3
* xyz -2 1
O -1.0760 -3.5445 -0.9989
C -0.3150 -2.6665 -0.5529
O 0.8140 -2.4445 -1.0189
B 1.0890 -1.0415 -0.6559
O -0.0110 -0.6295 0.2851
C -0.7670 -1.6065 0.2831
O -1.9170 -1.5005 0.7531
O 1.1560 -0.2515 -1.8839
C 2.2630 0.3735 -1.8539
O 2.8510 0.9345 -2.7799
C 2.9300 0.1105 -0.6149
O 2.4720 -0.8525 -0.0219
O 4.0020 0.5845 -0.2769
O 1.8640 2.3665 1.6951
C 2.0000 1.2655 2.2051
O 1.0050 0.6205 2.5931
B 1.4640 -0.4895 3.4001
O 2.9460 -0.3495 3.3661
C 3.2080 0.7195 2.6961
O 4.2510 1.3035 2.7961
O 0.9100 -0.3525 4.7501
C 0.1760 -1.3505 4.9211
O -0.4490 -1.5575 5.9721
C 0.2100 -2.1785 3.7501
O 1.0050 -1.7955 2.8991
O -0.7310 -2.9085 3.4181
O -3.4560 -4.1555 -2.0459
H -3.7800 -3.7535 -1.2539
H -2.5620 -4.2805 -1.7669
O -2.7730 -0.3915 -1.5359
H -3.5680 0.0335 -1.8419
H -2.8880 -0.4615 -0.5819
O -2.2140 -0.3195 3.2151
H -2.8740 -0.8275 3.6801
H -1.9770 -0.7715 2.3501
O -4.1410 -3.3485 0.4911
H -3.2810 -2.9995 0.7731
H -4.7670 -2.7235 0.8631
O 3.4120 3.3555 -3.6619
H 2.4910 3.6385 -3.6779
H 3.4580 2.4455 -3.3119
O -1.0660 -0.8685 -3.5699
H -1.9180 -0.6845 -3.1079
H -0.4260 -1.0495 -2.8819
O 1.1420 1.3105 -4.9629
H 1.5500 1.2445 -4.1089
H 0.8950 2.2625 -4.9249
O -1.0000 1.6555 -3.0739
H -0.8900 0.7075 -3.1509
H -1.8790 1.9285 -3.4079
O -3.8350 0.7855 0.9101
H -2.9480 0.8445 1.3091
H -4.3210 0.3725 1.5961
O -1.3030 1.7145 1.1461
H -0.9810 2.2565 1.8331
H -0.5790 1.1975 0.8471
O 4.2630 3.4585 0.2701
H 3.4170 3.3465 -0.1039
H 4.4530 2.5215 0.3381
O 1.3270 2.7945 -0.7789
H 1.2000 2.9015 0.1391
H 0.4670 3.1015 -1.1349
*
```



Formula: C5H5Cl2F
Source: the OMol25 dataset
Level of theory: wB97M-V/def2-TZVPD

## Properties
SMILES: F[C@@H]1C=CC(Cl)(Cl)C1
HOMO level: -10.5 eV
molar mass: 155.00 Da
LUMO level: 0.76 eV
ΔE to the lowest compared entry with this formula, charge and spin: 0.282 eV

ORCA input file:
```
! RIJCOSX wB97M-V def2-TZVPD def2/J DEFGRID3
* xyz 0 1
F -1.9766 0.9661 -0.2829
C -1.2098 -0.1630 -0.4201
C -0.7948 -0.5410 1.0089
C 0.4560 -0.1631 1.2570
C 1.1248 0.3855 0.0284
Cl 1.5151 2.1090 0.1825
Cl 2.6994 -0.5597 -0.2367
C 0.1372 0.0718 -1.0939
H -1.7720 -0.9366 -0.9988
H -1.5466 -0.8429 1.7190
H 0.9882 -0.3843 2.1837
H -0.0495 0.9102 -1.7206
H 0.4286 -0.8521 -1.6265
*
```



Formula: C6H13N
Source: the OMol25 dataset
Level of theory: wB97M-V/def2-TZVPD

## Properties
SMILES: CCC/C(C)=C/N
HOMO level: -8.0 eV
molar mass: 99.18 Da
LUMO level: 1.03 eV
ΔE to the lowest compared entry with this formula, charge and spin: 2.020 eV

ORCA input file:
```
! RIJCOSX wB97M-V def2-TZVPD def2/J DEFGRID3
* xyz 0 1
C -2.6347 0.0631 0.1787
C -1.4837 0.5411 1.1845
C -0.2608 1.1904 0.4207
C 0.7775 0.1418 -0.1549
C 0.9531 -1.1630 0.4583
C 1.5784 0.4120 -1.1242
N 2.5753 -0.4716 -1.5993
H -2.2061 -0.3438 -0.7780
H -3.1370 -0.7712 0.6514
H -3.3485 0.9762 -0.0075
H -1.0664 -0.2506 1.9408
H -1.9027 1.4266 1.8084
H -0.5777 1.6737 -0.5563
H 0.3110 1.8052 1.1339
H 0.6360 -1.9523 -0.2218
H 0.3106 -1.2816 1.3471
H 1.9695 -1.6177 0.6029
H 1.6015 1.3559 -1.7487
H 3.3209 -1.0108 -1.0147
H 2.5840 -0.7234 -2.5215
*
```



Formula: C65H158N15O19
Source: the OMol25 dataset
Level of theory: wB97M-V/def2-TZVPD

## Properties
HOMO level: -11.1 eV
molar mass: 1454.06 Da
LUMO level: -6.62 eV

ORCA input file:
```
! RIJCOSX wB97M-V def2-TZVPD def2/J DEFGRID3
* xyz 5 1
C 0.4409 -0.4246 -10.8132
N 1.0980 -1.7502 -10.4280
C 1.3218 -1.7975 -8.8899
C 0.2484 -3.0206 -10.7897
C 2.4944 -1.7252 -11.1017
C 2.5624 -1.9436 -12.6139
O 2.3214 -0.7264 -13.3238
H 0.3369 -0.3278 -11.8939
H 1.1051 0.3680 -10.4685
H -0.4701 -0.5465 -10.2272
H 1.8294 -0.8444 -8.7416
H 1.7880 -2.7134 -8.5268
H 0.3630 -1.6927 -8.3822
H 0.8223 -3.8763 -10.4340
H 0.0002 -3.0334 -11.8510
H -0.6716 -2.9140 -10.2150
H 2.8849 -2.5962 -10.5754
H 3.0045 -0.8601 -10.6781
H 1.8706 -2.7283 -12.9199
H 3.5510 -2.2846 -12.9215
H 1.5936 -0.9074 -13.9231
C -10.1091 -9.3274 -13.6270
C -9.6434 -9.0212 -12.1663
C -8.5994 -7.8311 -12.1619
O -8.4691 -7.5170 -10.7921
C -7.4202 -6.7002 -10.5142
N -10.8940 -8.6440 -11.4085
H -10.5793 -8.0730 -10.6372
H -11.4917 -8.1209 -12.0325
H -11.3582 -9.4917 -11.1155
H -10.5706 -8.5529 -14.2396
H -10.7125 -10.2305 -13.7186
H -9.2707 -9.7337 -14.1927
H -9.3616 -9.9545 -11.6788
H -8.9080 -6.9758 -12.7630
H -7.5782 -8.0926 -12.4394
H -7.1566 -5.9357 -11.2451
H -6.5122 -7.3026 -10.5443
H -7.5166 -6.3001 -9.5048
C -12.7414 -9.6020 2.2926
C -11.6460 -8.7405 1.6549
C -11.0561 -7.6965 2.5998
O -10.1298 -6.7765 2.0984
C -10.7129 -5.7842 1.2914
N -10.5860 -9.6712 0.9946
H -10.2169 -9.0673 0.2741
H -9.7962 -9.8581 1.5957
H -11.0170 -10.4430 0.5060
H -12.2871 -10.1348 3.1280
H -13.1941 -10.3645 1.6587
H -13.5134 -8.9863 2.7541
H -12.1863 -8.1568 0.9096
H -10.5408 -8.1598 3.4412
H -11.8438 -7.1569 3.1255
H -10.9537 -6.0585 0.2643
H -10.1485 -4.8531 1.2405
H -11.5635 -5.3956 1.8514
C -4.6218 -5.3349 -1.3281
C -4.9882 -3.8410 -1.5095
C -4.0214 -2.8350 -0.8123
O -2.8100 -2.7793 -1.5368
C -2.5086 -1.4539 -1.9991
N -5.0669 -3.6274 -3.0180
H -5.4848 -4.3569 -3.5777
H -5.4850 -2.7327 -3.2295
H -4.1544 -3.5259 -3.4390
H -3.8343 -5.7274 -1.9714
H -5.5202 -5.9331 -1.4800
H -4.3871 -5.3550 -0.2638
H -5.9894 -3.6158 -1.1422
H -3.8881 -3.2284 0.1954
H -4.5250 -1.8869 -0.6242
H -3.1741 -1.1837 -2.8190
H -1.5549 -1.3819 -2.5219
H -2.5009 -0.7585 -1.1598
C -4.5348 -17.7244 -4.9923
C -3.9204 -16.4548 -5.5547
C -4.4874 -15.2090 -4.8735
N -3.8247 -13.7975 -5.0191
C -2.4099 -13.7175 -4.2662
C -4.6962 -12.6101 -4.4810
C -5.5015 -12.0697 -5.6871
C -4.7605 -12.5831 -6.9662
C -3.4952 -13.3041 -6.4860
H -4.3052 -17.7878 -3.9287
H -4.1677 -18.6423 -5.4514
H -5.6038 -17.7486 -5.2041
H -3.9430 -16.4606 -6.6444
H -2.8580 -16.3865 -5.3206
H -4.5026 -15.2111 -3.7836
H -5.4917 -14.9424 -5.2029
H -2.5977 -13.8943 -3.2071
H -1.9353 -12.7377 -4.3189
H -1.7888 -14.5272 -4.6494
H -4.1041 -11.8380 -3.9897
H -5.4161 -12.8983 -3.7151
H -5.4828 -10.9814 -5.6300
H -6.5541 -12.3450 -5.7531
H -4.6688 -11.8381 -7.7566
H -5.4551 -13.2453 -7.4829
H -2.5916 -12.6973 -6.4274
H -3.1896 -14.1703 -7.0729
C 3.4561 -4.1179 -0.5217
C 2.3629 -4.5880 0.3731
C 2.8990 -5.7255 1.2719
N 1.8549 -6.4056 2.1703
C 0.6707 -6.9361 1.3919
C 1.3363 -5.4921 3.3717
C 0.7589 -6.4450 4.3868
C 1.7597 -7.5545 4.4605
C 2.3859 -7.5659 3.0371
H 4.3608 -3.7654 -0.0263
H 3.2385 -3.2234 -1.1053
H 3.6571 -4.8535 -1.3006
H 1.6081 -5.0071 -0.2922
H 2.0329 -3.6290 0.7725
H 3.6359 -5.3640 1.9891
H 3.3785 -6.4841 0.6534
H 0.9792 -7.5991 0.5836
H 0.1859 -6.0829 0.9175
H -0.0845 -7.4863 1.9531
H 0.7226 -4.7315 2.8889
H 2.1740 -4.8627 3.6721
H -0.2228 -6.6463 3.9580
H 0.5961 -6.0067 5.3714
H 1.2847 -8.4806 4.7840
H 2.4888 -7.2311 5.2034
H 2.2758 -8.5372 2.5548
H 3.4281 -7.2619 3.1340
C -5.3061 8.4163 -2.2603
C -4.9688 7.4484 -3.3159
C -6.1924 6.6034 -3.6600
N -5.9758 5.7071 -4.9079
C -4.9445 4.5927 -4.5534
C -7.3434 5.0674 -5.2029
C -7.7197 5.6771 -6.5205
C -6.4453 5.8348 -7.2821
C -5.4657 6.3674 -6.2077
H -6.0552 8.0973 -1.5356
H -5.6307 9.3372 -2.7445
H -4.4425 8.7028 -1.6601
H -4.1828 6.8665 -2.8345
H -4.5299 7.9882 -4.1549
H -7.0177 7.3031 -3.7926
H -6.4625 5.8189 -2.9531
H -3.9227 4.9552 -4.4402
H -4.7909 3.9825 -5.4434
H -5.3291 3.9969 -3.7256
H -7.1976 3.9970 -5.3485
H -8.0011 5.0615 -4.3337
H -8.4468 5.1432 -7.1323
H -8.1123 6.6871 -6.4032
H -6.0980 4.9255 -7.7727
H -6.6205 6.5372 -8.0969
H -4.3769 6.4145 -6.1868
H -5.7252 7.4150 -6.0553
C -7.7865 -3.7690 13.2368
C -6.7446 -4.2872 12.1184
C -7.4192 -4.6446 10.7708
N -6.3746 -4.8461 9.5858
C -5.2896 -5.7500 10.1057
C -5.8594 -3.4643 9.1382
C -5.2827 -3.8045 7.7537
C -6.1510 -4.8834 7.1330
C -6.9455 -5.4687 8.3054
H -8.5514 -3.0845 12.8701
H -7.3622 -3.2258 14.0812
H -8.3223 -4.6665 13.5457
H -6.3780 -5.2462 12.4844
H -5.8695 -3.6389 12.0724
H -8.0749 -3.8895 10.3372
H -8.0030 -5.5633 10.8282
H -4.7566 -5.3817 10.9823
H -4.6891 -5.9774 9.2249
H -5.8301 -6.6777 10.2937
H -5.0791 -3.1835 9.8457
H -6.6880 -2.7585 9.0799
H -4.2478 -4.1354 7.8413
H -5.1161 -2.9378 7.1140
H -5.5782 -5.6837 6.6644
H -6.8388 -4.5420 6.3595
H -6.7784 -6.5425 8.3897
H -8.0105 -5.3490 8.1066
C 5.0063 3.9317 -1.4549
C 6.5140 3.8371 -1.4631
C 7.0977 4.6904 -0.3353
N 8.6113 4.5623 -0.0364
C 9.0004 3.0592 0.2945
C 9.4490 5.0681 -1.1195
C 10.6469 5.8185 -0.5293
C 10.4691 5.6663 0.9927
C 8.9600 5.5266 1.1432
H 4.6924 3.2649 -2.2580
H 4.6557 4.9604 -1.5377
H 4.6062 3.6704 -0.4753
H 6.7858 4.1711 -2.4644
H 6.8395 2.7991 -1.3957
H 6.6264 4.4746 0.6236
H 6.9061 5.7548 -0.4712
H 8.4196 2.8314 1.1883
H 10.0610 2.9258 0.5079
H 8.7929 2.4752 -0.6022
H 9.5460 4.3340 -1.9194
H 8.9262 5.9094 -1.5745
H 11.5940 5.3887 -0.8554
H 10.5894 6.8883 -0.7299
H 11.0713 4.9314 1.5269
H 10.7767 6.6065 1.4503
H 8.7738 5.0302 2.0956
H 8.4354 6.4715 1.0017
C -9.1358 5.7197 8.5336
C -7.8152 5.9646 7.8097
C -7.2961 4.6530 7.1393
N -5.9197 4.7515 6.3631
C -4.8501 5.2157 7.4003
C -6.0323 5.6287 5.1040
C -5.2749 4.8977 3.9688
C -4.7232 3.5927 4.5516
C -5.5917 3.4173 5.7721
H -9.4277 6.5958 9.1127
H -9.0081 4.8810 9.2181
H -9.9337 5.4650 7.8361
H -7.0494 6.3775 8.4663
H -8.0319 6.7118 7.0463
H -7.9974 4.1566 6.4687
H -7.0948 3.8185 7.8110
H -5.0416 4.7092 8.3463
H -4.8914 6.2938 7.5558
H -3.8826 4.8575 7.0488
H -5.7467 6.6370 5.4039
H -7.0699 5.6991 4.7776
H -4.5379 5.6041 3.5867
H -5.9292 4.6357 3.1373
H -3.6573 3.6340 4.7758
H -4.9484 2.6970 3.9727
H -5.1723 2.8203 6.5819
H -6.5307 2.9661 5.4515
N -4.5787 -10.8574 2.7996
O -4.3422 -11.4681 1.7838
O -5.6204 -10.3154 2.8649
O -3.8154 -10.7866 3.8013
N -10.6068 -7.4874 -4.8991
O -10.9395 -8.4794 -4.2723
O -11.1141 -7.2995 -5.9808
O -9.7829 -6.7363 -4.4205
N -0.9153 -7.0804 -5.9026
O -0.5467 -7.7139 -6.8405
O -0.3399 -7.2931 -4.8606
O -1.6378 -6.1390 -5.9949
N -6.0575 -0.7996 -8.4034
O -7.0802 -1.0940 -7.7283
O -4.9630 -0.8907 -7.7954
O -6.0920 -0.4090 -9.5396
N -9.4529 1.8969 -0.4101
O -9.4596 2.7382 0.4220
O -8.4387 1.5246 -0.8987
O -10.3921 1.1855 -0.6926
*
```



Formula: C4H8N2O
Source: the OMol25 dataset
Level of theory: wB97M-V/def2-TZVPD

## Properties
SMILES: C/N=C\C=C/NO
HOMO level: -8.4 eV
molar mass: 100.12 Da
LUMO level: 0.43 eV
ΔE to the lowest compared entry with this formula, charge and spin: 8.370 eV

ORCA input file:
```
! RIJCOSX wB97M-V def2-TZVPD def2/J DEFGRID3
* xyz 0 1
C 1.5072 1.3792 0.4197
N 2.1852 0.3795 -0.2831
C 1.6821 -0.6545 -0.3515
C 0.5215 -1.2889 0.2641
C -0.8795 -1.0275 0.1949
N -1.6773 -0.0855 -0.4631
O -2.6370 0.8327 0.0554
H 0.4095 1.2709 0.9633
H 0.9677 1.8743 -0.6233
H 2.1873 2.1536 0.7363
H 2.4227 -1.5771 -0.5940
H 0.6349 -2.0202 1.0239
H -1.5731 -1.5233 1.0062
H -0.9392 0.5668 -0.8400
H -3.5558 0.0851 -0.0553
*
```